Molecular formula: C39H31BrF10N6O5PS3Sn
Method: DFT, the ωB97M-V functional and the def2-TZVPD basis

Each line ends with the Löwdin charge.
Cartesian coordinates (Å):
1 Sn 0.020 -0.664 0.041  1.2741
2 F -4.319 -5.567 -4.663  0.1883
3 C -3.902 -4.963 -3.569  -0.0982
4 C -4.367 -5.371 -2.316  -0.1090
5 F -5.231 -6.361 -2.209  0.1785
6 C -3.910 -4.705 -1.174  -0.1888
7 F -4.380 -5.082 0.012  0.1303
8 C -2.998 -3.656 -1.252  -0.3057
9 P -2.394 -2.883 0.268  1.1618
10 C -1.786 -4.064 1.454  -0.3454
11 C -0.496 -4.578 1.294  -0.0780
12 C -0.021 -5.523 2.185  -0.0320
13 C -0.826 -5.950 3.234  -0.0151
14 C -2.106 -5.434 3.396  -0.0359
15 C -2.591 -4.480 2.523  -0.0710
16 C -3.612 -1.786 0.936  -0.3859
17 C -4.700 -1.354 0.165  -0.0763
18 C -5.613 -0.469 0.705  -0.0459
19 C -5.429 0.022 1.991  -0.0244
20 C -4.332 -0.368 2.749  -0.0398
21 C -3.414 -1.256 2.223  -0.0968
22 C -2.563 -3.253 -2.506  -0.5548
23 Br -1.409 -1.769 -2.702  0.8708
24 C -3.000 -3.893 -3.659  -0.2393
25 F -2.591 -3.511 -4.855  0.1233
26 H 0.144 -4.241 0.480  0.0693
27 H 0.974 -5.917 2.060  0.1144
28 H -0.454 -6.687 3.932  0.1261
29 H -2.735 -5.785 4.201  0.1233
30 H -3.595 -4.095 2.647  0.1170
31 H -4.840 -1.740 -0.834  0.1168
32 H -6.476 -0.166 0.133  0.1205
33 H -6.145 0.716 2.406  0.1239
34 H -4.202 0.019 3.748  0.1217
35 H -2.554 -1.558 2.807  0.1015
36 F 1.885 -3.450 -3.423  0.1656
37 C 1.953 -3.937 -2.197  -0.6602
38 F 2.932 -4.806 -2.113  0.1911
39 F 0.794 -4.524 -1.910  0.1434
40 S 2.236 -2.500 -1.002  0.5891
41 O 1.158 -2.635 0.014  -0.5488
42 O 2.000 -1.304 -1.780  -0.3635
43 N 3.650 -2.545 -0.426  -0.2666
44 S 3.880 -3.532 0.844  0.6351
45 O 5.263 -3.700 1.066  -0.2073
46 O 2.974 -4.633 0.801  -0.2626
47 C 3.274 -2.434 2.259  -0.6487
48 F 2.202 -2.958 2.842  0.1334
49 F 2.900 -1.218 1.826  0.0874
50 F 4.210 -2.270 3.163  0.1874
51 N 5.686 3.764 -2.480  0.2107
52 C 6.832 4.508 -2.231  -0.1261
53 C 7.792 5.072 -3.038  0.0661
54 C 8.790 5.807 -2.377  0.0469
55 C 8.809 5.994 -0.979  -0.0097
56 C 7.842 5.442 -0.178  0.0752
57 C 6.814 4.691 -0.813  -0.1624
58 N 5.743 4.109 -0.276  0.2304
59 C 5.079 3.548 -1.297  -0.1888
60 C 3.851 2.785 -1.095  -0.1025
61 C 3.084 2.284 -2.150  0.0444
62 C 1.958 1.532 -1.855  -0.1047
63 N 1.575 1.275 -0.605  -0.0435
64 C 2.296 1.769 0.404  -0.0949
65 C 3.436 2.532 0.214  0.0471
66 H 5.399 3.412 -3.380  0.1800
67 H 7.798 4.979 -4.114  0.1369
68 H 9.581 6.242 -2.970  0.1382
69 H 9.609 6.574 -0.548  0.1303
70 H 7.845 5.544 0.896  0.1380
71 H 3.342 2.444 -3.184  0.1232
72 H 1.357 1.103 -2.650  0.1298
73 H 1.953 1.535 1.416  0.1191
74 H 4.004 2.906 1.051  0.1282
75 C -0.033 0.096 3.437  -0.0750
76 O 0.036 -0.941 2.442  -0.3025
77 H 0.968 0.409 3.729  0.0947
78 H -0.580 -0.263 4.308  0.1024
79 H -0.576 0.925 2.985  0.0878
80 H 0.481 -1.720 2.810  0.0823
81 C -5.384 4.525 -2.244  0.0120
82 C -4.472 4.259 -1.103  -0.2395
83 C -4.216 5.126 -0.069  0.0567
84 C -3.305 4.727 0.923  -0.2781
85 N -2.705 3.542 0.899  0.1134
86 C -2.966 2.703 -0.087  -0.7732
87 S -2.290 1.139 -0.173  0.5289
88 N -3.830 3.068 -1.075  0.1112
89 C -2.962 5.621 2.058  -0.0046
90 H -5.877 5.485 -2.122  0.0993
91 H -6.145 3.750 -2.318  0.1020
92 H -4.826 4.539 -3.179  0.1049
93 H -4.700 6.087 -0.030  0.1322
94 H -3.982 2.392 -1.824  0.1536
95 H -3.539 6.538 2.044  0.0893
96 H -1.902 5.862 2.014  0.0984
97 H -3.129 5.097 2.995  0.0977

Atoms 1-3, force components in eV/Å:
-0.386 0.573 -0.124
0.130 0.179 0.335
0.032 0.069 0.262

Output
- Spin multiplicity: 1
- Orbital gap (alpha / beta): 0.159 / 0.178 hartree
- E_tot: -7531.43903 Ha
- Energy relative to the best compared isomer or geometry (same formula, charge and spin): 96.56 kJ/mol
- Charge: +3